No. 1
Density functional theory data (the ωB97M-V functional and the def2-TZVPD basis) for a 2-piece molecular cluster, C5H16NSi overall in a non-equilibrium geometry.

```
23
Properties=species:S:1:pos:R:3
C -1.97 1.00 1.24
C 0.16 -0.44 -2.09
C 1.11 1.39 -0.80
C -0.61 0.31 1.57
C -0.01 -0.48 0.45
N 0.11 0.32 -0.76
Si 0.74 -2.33 0.55
H -2.04 2.03 1.55
H -2.85 0.46 1.64
H -2.14 0.86 0.14
H -0.14 0.31 -2.94
H 1.17 -0.57 -2.22
H -0.46 -1.26 -2.05
H 1.17 1.72 -1.91
H 0.74 2.29 -0.24
H 2.04 0.97 -0.61
H -0.72 -0.22 2.44
H 0.00 1.31 1.87
H 2.19 -0.90 1.45
H -0.79 0.78 -0.85
H 0.73 -2.59 1.93
H 1.99 -2.16 -0.03
H -0.44 -2.80 -0.32
```

Properties
Highest occupied orbital energy (spin up / spin down): -13.6614 / -12.4955 eV
Total charge: +1
LUMO level (spin up / spin down): -0.162 / -0.177 Eh
Relative energy (zero: lowest compared OMol25 entry of this formula, charge and spin): 151.1 kcal/mol
Gap between HOMO and LUMO (spin up / spin down): 9.3 / 7.7 eV

Just the Mulliken charges please, in e? Sure, here they are: -0.96 -1.19 -0.91 -0.49 -0.31 0.22 0.34 0.31 0.32 0.30 0.38 0.54 0.42 0.37 0.35 0.41 0.49 0.24 0.05 0.26 -0.04 -0.03 -0.08



No. 2
Density functional theory data (the ωB97M-V functional and the def2-TZVPD basis) for a 5-piece molecular cluster, C17H42B2N4O5 overall in a non-equilibrium geometry.

```
70
Properties=species:S:1:pos:R:3
C 1.60 0.47 0.96
C 1.79 1.93 0.42
C 3.29 2.29 0.13
C 4.25 1.06 0.05
B 3.78 3.41 1.16
B 3.74 3.24 2.82
C 4.23 1.98 3.67
O 3.18 4.34 3.57
H 0.59 0.42 1.37
H 2.32 0.32 1.78
H 1.80 -0.27 0.18
H 1.35 2.58 1.19
H 1.19 2.06 -0.49
H 3.31 2.75 -0.88
H 5.19 1.43 -0.39
H 3.82 0.29 -0.59
H 4.49 0.64 1.03
H 4.16 4.47 0.73
H 3.38 1.28 3.73
H 5.12 1.48 3.27
H 4.45 2.32 4.70
H 2.30 4.43 3.21
C -0.12 -0.96 -3.53
N -0.34 -0.40 -2.20
C -1.36 -0.67 -1.34
C -2.41 -1.66 -1.78
O -1.40 -0.11 -0.25
H 0.84 -1.47 -3.55
H -0.10 -0.14 -4.25
H -0.90 -1.66 -3.80
H 0.32 0.26 -1.84
H -3.15 -1.77 -0.99
H -2.91 -1.30 -2.68
H -1.96 -2.63 -1.96
C -8.39 -1.69 0.30
N -7.16 -1.85 -0.46
C -6.19 -2.79 -0.29
C -6.39 -3.81 0.81
O -5.21 -2.79 -1.01
H -9.24 -1.77 -0.38
H -8.40 -0.70 0.76
H -8.49 -2.44 1.07
H -6.97 -1.21 -1.21
H -5.54 -4.48 0.82
H -6.45 -3.31 1.78
H -7.29 -4.39 0.63
C 6.88 -1.30 -4.50
N 5.54 -1.53 -5.02
C 4.39 -1.68 -4.32
C 4.47 -1.62 -2.82
O 3.33 -1.87 -4.90
H 7.26 -0.35 -4.90
H 7.53 -2.11 -4.84
H 6.89 -1.26 -3.42
H 5.41 -1.58 -6.02
H 3.48 -1.76 -2.39
H 5.12 -2.41 -2.44
H 4.85 -0.65 -2.50
C -4.19 1.36 2.59
N -2.77 1.04 2.63
C -1.87 1.38 3.59
C -2.35 2.18 4.77
O -0.70 1.03 3.47
H -4.76 0.43 2.56
H -4.40 1.94 1.69
H -4.50 1.93 3.46
H -2.38 0.51 1.87
H -1.51 2.37 5.44
H -2.75 3.14 4.44
H -3.11 1.63 5.32
```

Properties
Highest occupied orbital energy: -8.9627 eV
LUMO level: 0.008 Eh
Gap between HOMO and LUMO: 9.2 eV

Just the Mulliken charges please, in e? Sure, here they are: -0.87 -0.30 0.26 -1.04 0.20 0.30 -0.99 -0.55 0.19 0.27 0.20 0.11 0.42 0.07 0.50 -0.04 0.18 -0.13 0.30 0.29 0.32 0.28 -0.96 -0.05 0.90 -1.29 -0.57 0.30 0.28 0.37 0.08 0.19 0.37 0.36 -0.84 -0.17 0.81 -1.31 -0.65 0.30 0.27 0.33 0.22 0.29 0.37 0.37 -0.82 -0.18 0.74 -1.02 -0.64 0.28 0.28 0.32 0.24 0.18 0.38 0.28 -0.96 -0.03 0.89 -1.44 -0.60 0.29 0.28 0.38 0.16 0.30 0.38 0.38



No. 3
Density functional theory data (the ωB97M-V functional and the def2-TZVPD basis) for C9H16OPTc as an isolated structure in a non-equilibrium geometry.

```
28
Properties=species:S:1:pos:R:3
C -1.51 0.37 -2.12
C -0.88 1.63 -2.62
C -1.23 2.65 -1.63
C -2.00 2.01 -0.58
C -2.23 0.65 -0.93
Tc 0.34 1.00 -1.09
P 1.09 -0.93 -1.98
H -1.62 -0.53 -2.71
H -0.38 1.81 -3.58
H -1.16 3.72 -1.78
H -2.70 -0.11 -0.32
H -2.43 2.52 0.28
H 2.39 -1.34 -1.65
H 1.16 -1.22 -3.34
H 0.48 -2.14 -1.59
C 1.80 -1.20 2.29
C 0.35 -1.51 2.57
C -0.50 -0.72 1.57
O 0.47 0.09 0.74
C 1.75 0.13 1.53
H 2.40 -1.14 3.19
H 2.25 -1.97 1.66
H 0.07 -1.17 3.58
H 0.12 -2.57 2.52
H -1.09 -1.35 0.89
H -1.15 0.02 2.05
H 1.64 0.98 2.22
H 2.57 0.28 0.83
```

Properties
Highest occupied orbital energy (spin up / spin down): -10.7315 / -11.4966 eV
Total charge: +1
⟨S²⟩: 3.775
LUMO level (spin up / spin down): -0.120 / -0.148 Eh
2S+1: 4
Gap between HOMO and LUMO (spin up / spin down): 7.5 / 7.5 eV

Just the Mulliken charges please, in e? Sure, here they are: -0.40 -0.87 -0.38 -0.30 -0.62 0.65 -0.13 0.69 0.46 0.46 0.52 0.46 0.13 0.15 0.10 -0.53 -0.57 -0.47 -0.33 -0.47 0.34 0.28 0.29 0.30 0.29 0.31 0.29 0.36



No. 4
Density functional theory data (the ωB97M-V functional and the def2-TZVPD basis) for C19H44NOP2SY as an isolated structure in a non-equilibrium geometry.

```
69
Properties=species:S:1:pos:R:3
Y 0.60 0.60 0.65
P -0.31 1.99 -1.62
P 0.49 -2.12 1.40
N 1.56 -0.67 -1.32
C 0.85 1.28 -2.87
H 0.36 1.35 -3.86
H 1.75 1.93 -2.90
C 1.27 -0.19 -2.72
H 0.61 -0.89 -3.26
H 2.29 -0.30 -3.13
C 1.68 -2.16 -1.26
H 2.70 -2.24 -1.66
H 0.99 -2.65 -1.97
C 1.67 -2.79 0.15
H 2.68 -2.76 0.58
H 1.41 -3.85 -0.02
C -0.77 -3.48 1.61
C -2.04 -2.96 2.28
H -2.78 -3.77 2.33
H -2.50 -2.14 1.72
H -1.86 -2.61 3.31
C 1.51 -2.05 2.98
C 0.63 -1.70 4.20
H 1.28 -1.38 5.03
H 0.04 -2.55 4.55
H -0.06 -0.86 4.00
C 0.36 3.71 -1.27
C -0.64 4.55 -0.45
H -0.10 5.40 0.00
H -1.07 3.98 0.39
H -1.45 4.96 -1.05
C -1.90 2.21 -2.56
C -3.09 2.38 -1.62
H -4.01 2.46 -2.21
H -3.01 3.28 -1.00
H -3.22 1.51 -0.95
C -1.50 -0.60 -0.38
O -2.38 -1.14 -0.88
C 2.42 -3.24 3.27
H 1.86 -4.14 3.56
H 3.06 -3.50 2.42
H 3.08 -2.97 4.11
C 0.89 4.50 -2.48
H 1.42 5.39 -2.10
H 1.60 3.92 -3.07
H 0.08 4.85 -3.13
C -1.91 3.30 -3.64
H -2.83 3.20 -4.23
H -1.91 4.31 -3.20
H -1.06 3.21 -4.34
C -0.28 -4.76 2.30
H -0.11 -4.61 3.38
H -1.06 -5.53 2.20
H 0.64 -5.16 1.85
H -1.02 -3.74 0.57
H -2.02 1.23 -3.07
H 2.15 -1.17 2.77
H 1.22 3.47 -0.62
H 2.53 -0.45 -1.29
H 2.05 1.63 1.58
C -2.77 1.14 3.01
S -1.40 1.96 2.10
C -0.41 2.60 3.49
H -3.20 0.37 2.38
H -3.53 1.91 3.23
H -2.40 0.70 3.96
H -0.74 3.63 3.67
H -0.57 1.99 4.39
H 0.64 2.59 3.20
```

Properties
Highest occupied orbital energy: -14.9352 eV
Total charge: +2
LUMO level: -0.237 Eh
Relative energy (zero: lowest compared OMol25 entry of this formula, charge and spin): 0.9 kcal/mol
Gap between HOMO and LUMO: 8.5 eV

Just the Mulliken charges please, in e? Sure, here they are: -0.28 1.00 0.91 0.25 -0.83 0.34 0.44 -1.31 0.39 0.54 -1.32 0.54 0.38 -0.76 0.45 0.33 0.42 -1.14 0.49 0.09 0.22 0.52 -1.46 0.50 0.25 0.19 0.61 -1.43 0.49 0.20 0.25 0.37 -1.13 0.46 0.23 0.12 0.37 -0.23 -1.39 0.24 0.33 0.46 -1.37 0.46 0.32 0.24 -1.64 0.51 0.25 0.34 -1.65 0.26 0.50 0.34 0.50 0.50 0.39 0.38 0.39 -0.12 -1.03 0.28 -1.08 0.29 0.39 0.35 0.38 0.38 0.36



No. 5
Density functional theory data (the ωB97M-V functional and the def2-TZVPD basis) for an isolated molecule of C4H4O3S2 in a non-equilibrium geometry.

```
13
Properties=species:S:1:pos:R:3
C 0.78 -0.14 -0.33
C -0.08 -0.74 -1.41
C -1.14 1.89 1.87
C 0.39 0.54 0.74
O -0.54 2.07 2.94
O 1.30 -3.13 -1.21
O -0.92 1.04 0.89
S 0.34 -1.07 -3.21
S 0.07 -2.60 -1.79
H 1.94 -0.32 -0.27
H -1.19 -0.43 -1.43
H -2.10 2.23 1.72
H 1.13 0.66 1.48
```

Properties
Highest occupied orbital energy: -9.5490 eV
LUMO level: -0.003 Eh
Relative energy (zero: lowest compared OMol25 entry of this formula, charge and spin): 41.4 kcal/mol
Gap between HOMO and LUMO: 9.5 eV

Just the Mulliken charges please, in e? Sure, here they are: 0.01 -0.19 0.11 -0.32 -0.50 -0.49 -0.23 -0.17 0.40 0.20 0.39 0.42 0.37



No. 6
Density functional theory data (the ωB97M-V functional and the def2-TZVPD basis) for an isolated molecule of C17H16N6O2S in a non-equilibrium geometry.

```
42
Properties=species:S:1:pos:R:3
C -3.88 -0.38 2.74
C -2.65 0.12 2.02
O -1.52 -0.09 2.39
N -2.97 0.83 0.89
C -2.11 1.45 -0.02
C -2.67 2.03 -1.16
C -1.86 2.67 -2.08
C -0.49 2.75 -1.90
C 0.05 2.17 -0.76
N 1.42 2.22 -0.54
N 2.26 2.96 -1.23
N 3.44 2.75 -0.77
C 3.30 1.84 0.22
S 4.62 1.21 1.14
C 3.77 -0.22 1.90
C 3.30 -1.16 0.79
O 4.09 -1.73 0.06
N 1.95 -1.27 0.72
C 1.18 -1.92 -0.26
C 1.73 -2.53 -1.38
C 0.90 -3.11 -2.32
C -0.47 -3.10 -2.16
C -1.02 -2.50 -1.04
C -0.20 -1.91 -0.09
N 2.03 1.50 0.39
C -0.74 1.53 0.19
H -4.52 0.45 3.03
H -3.57 -0.93 3.63
H -4.45 -1.05 2.10
H -3.95 0.91 0.66
H -3.73 1.98 -1.32
H -2.30 3.12 -2.96
H 0.15 3.24 -2.60
H 4.54 -0.71 2.49
H 2.96 0.14 2.53
H 1.40 -0.77 1.39
H 2.80 -2.54 -1.52
H 1.34 -3.58 -3.19
H -1.11 -3.55 -2.90
H -2.09 -2.49 -0.90
H -0.62 -1.45 0.79
H -0.29 1.11 1.07
```

Properties
Highest occupied orbital energy: -8.3704 eV
LUMO level: 0.007 Eh
Relative energy (zero: lowest compared OMol25 entry of this formula, charge and spin): 41.0 kcal/mol
Gap between HOMO and LUMO: 8.6 eV

Just the Mulliken charges please, in e? Sure, here they are: -1.51 0.81 -0.61 -0.08 0.20 -0.79 -0.71 -0.73 0.17 0.99 -0.61 -0.67 0.49 -0.13 -0.60 0.55 -0.65 -0.02 0.12 -0.44 -0.61 -0.48 -0.52 -0.15 -0.60 0.28 0.40 0.36 0.35 0.22 0.37 0.37 0.52 0.41 0.26 0.18 0.50 0.38 0.39 0.39 0.40 0.80



No. 7
Density functional theory data (the ωB97M-V functional and the def2-TZVPD basis) for a 11-piece molecular cluster, C50H92BBr22O9PS2 overall in a non-equilibrium geometry.

```
177
Properties=species:S:1:pos:R:3
C -2.35 2.15 3.07
C -2.94 1.34 1.85
O -2.38 1.85 0.61
P -3.10 1.15 -0.73
O -4.15 0.15 -0.36
C -1.74 0.20 -1.60
C -0.81 -0.35 -0.46
C 0.23 -1.46 -0.96
C 1.69 -1.19 -0.43
C 2.05 -2.22 0.72
S 0.72 -2.33 2.01
C 2.51 -3.65 0.22
O 1.37 -4.35 -0.28
C 1.59 -5.70 -0.56
O 1.01 -6.50 0.11
C 2.46 -6.26 -1.71
C 3.89 -6.36 -1.73
C 4.65 -6.92 -2.83
C 3.88 -7.42 -3.95
C 2.43 -7.34 -4.01
C 1.72 -6.76 -2.88
B 3.11 -4.38 1.57
O 2.25 -5.09 2.45
C 4.65 -4.32 1.99
C 4.76 -3.32 3.23
O 3.63 -3.55 -0.69
S 3.26 -2.76 -2.09
O 4.50 -2.75 -2.86
O 2.24 -3.38 -2.91
C 2.81 -1.04 -1.55
C 4.16 -0.49 -0.88
C 4.05 0.99 -0.35
C 4.69 1.04 1.11
C 4.91 2.02 -1.21
C 2.38 -0.23 -2.83
C 1.62 1.12 -2.53
C 3.56 0.05 -3.85
C 3.14 1.11 -4.97
O -3.64 2.39 -1.68
C -4.81 3.00 -1.07
C -4.61 4.52 -0.70
H -1.89 1.50 3.86
H -1.52 2.82 2.71
H -3.16 2.77 3.51
H -4.04 1.49 1.85
H -2.70 0.25 1.99
H -2.13 -0.65 -2.20
H -1.14 0.87 -2.27
H -1.46 -0.81 0.34
H -0.30 0.52 0.02
H -0.20 -2.43 -0.59
H 0.12 -1.50 -2.07
H 1.64 -0.19 0.08
H 2.92 -1.77 1.27
H -0.15 -3.32 1.59
H 4.43 -5.96 -0.83
H 5.76 -6.95 -2.80
H 4.41 -7.89 -4.81
H 1.88 -7.74 -4.88
H 0.61 -6.68 -2.91
H 2.03 -4.53 3.22
H 5.35 -4.07 1.16
H 4.92 -5.34 2.39
H 4.86 -2.29 2.82
H 5.55 -3.60 3.96
H 3.79 -3.38 3.81
H 4.47 -1.15 -0.02
H 5.01 -0.57 -1.61
H 3.02 1.39 -0.25
H 4.53 2.10 1.47
H 4.09 0.35 1.76
H 5.79 0.82 1.10
H 5.94 1.65 -1.39
H 4.42 2.25 -2.19
H 4.95 2.97 -0.62
H 1.66 -0.88 -3.40
H 0.82 1.23 -3.32
H 1.12 1.17 -1.53
H 2.33 1.99 -2.56
H 4.48 0.46 -3.37
H 3.83 -0.88 -4.43
H 2.14 0.84 -5.37
H 3.96 1.10 -5.72
H 3.10 2.13 -4.52
H -5.16 2.47 -0.15
H -5.64 2.94 -1.81
H -5.16 5.16 -1.43
H -3.54 4.83 -0.61
H -5.13 4.69 0.29
Br -4.17 4.58 5.05
C -3.44 4.17 6.81
C -1.94 4.27 6.83
Br -1.12 2.71 5.98
H -3.81 3.19 7.08
H -3.87 4.91 7.47
H -1.56 4.26 7.85
H -1.55 5.15 6.31
Br -3.00 -0.84 4.57
C -2.27 -1.30 6.32
C -0.77 -1.22 6.32
Br 0.00 -2.76 5.41
H -2.65 -2.29 6.58
H -2.70 -0.57 7.01
H -0.38 -1.26 7.33
H -0.39 -0.34 5.81
Br 2.54 1.28 -8.06
C 0.75 0.87 -8.71
C -0.30 1.68 -7.98
Br -0.63 0.98 -6.19
H 0.61 -0.20 -8.60
H 0.76 1.13 -9.77
H -1.26 1.62 -8.49
H -0.02 2.73 -7.86
Br 4.84 -7.49 5.46
C 3.34 -7.32 6.70
C 2.44 -6.18 6.31
Br 3.22 -4.46 6.79
H 3.77 -7.21 7.70
H 2.81 -8.26 6.64
H 1.50 -6.23 6.86
H 2.23 -6.14 5.25
Br -7.44 0.75 0.76
C -7.02 -0.89 -0.19
C -8.21 -1.80 -0.28
Br -8.53 -2.71 1.42
H -6.17 -1.33 0.31
H -6.71 -0.56 -1.19
H -8.04 -2.60 -1.00
H -9.13 -1.28 -0.54
Br 6.56 5.25 -8.06
C 4.77 4.84 -8.69
C 3.73 5.65 -7.97
Br 3.40 4.94 -6.18
H 4.63 3.77 -8.58
H 4.78 5.09 -9.75
H 2.76 5.59 -8.47
H 4.00 6.70 -7.85
Br 0.11 6.86 -7.71
C 0.70 8.70 -7.44
C 1.25 8.91 -6.05
Br -0.18 9.02 -4.74
H -0.15 9.34 -7.67
H 1.48 8.86 -8.19
H 1.77 9.86 -5.99
H 1.91 8.10 -5.73
Br -9.33 1.40 4.64
C -8.48 0.00 3.58
C -8.55 -1.34 4.26
Br -7.26 -1.46 5.72
H -7.46 0.33 3.39
H -9.03 -0.02 2.64
H -8.28 -2.14 3.57
H -9.53 -1.55 4.69
Br 1.77 -1.61 -11.09
C 2.00 -3.26 -10.07
C 0.68 -3.93 -9.80
Br -0.30 -3.02 -8.38
H 2.54 -3.00 -9.16
H 2.63 -3.89 -10.69
H 0.83 -4.94 -9.44
H 0.03 -3.95 -10.67
Br -7.79 4.20 10.53
C -7.18 5.65 9.38
C -7.25 5.26 7.92
Br -5.79 4.07 7.43
H -6.17 5.91 9.70
H -7.85 6.48 9.59
H -7.13 6.14 7.29
H -8.18 4.75 7.66
Br 2.06 -1.13 8.77
C 1.53 0.61 9.47
C 1.19 1.56 8.35
Br 2.80 2.25 7.49
H 2.33 0.96 10.11
H 0.65 0.41 10.08
H 0.67 2.44 8.73
H 0.59 1.10 7.57
```

Properties
Highest occupied orbital energy: -8.8822 eV
LUMO level: 0.000 Eh
Gap between HOMO and LUMO: 8.9 eV

Mulliken population analysis, charges in e, atoms 1 to 99: -0.13 0.52 -0.47 0.73 -0.47 -0.59 -0.82 -1.35 0.04 -1.03 -0.04 0.45 -0.42 0.04 -0.51 0.49 0.51 -0.87 -0.27 -0.71 -0.29 0.86 -0.95 -0.36 -0.57 -0.29 1.85 -0.82 -0.58 0.45 -1.96 0.77 -1.52 -1.52 0.12 -1.51 -0.47 -0.74 -0.44 0.44 -1.13 -0.48 0.40 -0.11 0.17 -0.01 0.50 -0.06 0.37 0.49 0.60 0.50 0.76 -0.01 0.28 0.23 0.39 0.32 0.37 0.36 0.04 0.23 0.34 0.16 0.36 0.00 0.56 0.80 0.22 0.47 0.28 0.29 0.31 0.23 0.43 0.82 0.08 0.34 0.26 0.22 0.35 -0.02 0.54 -0.08 -0.32 0.37 0.32 0.30 0.28 -0.10 -0.91 -0.66 -0.01 0.39 0.55 0.39 0.43 -0.07 -0.75



No. 8
Density functional theory data (the ωB97M-V functional and the def2-TZVPD basis) for an isolated molecule of C12H12 in a non-equilibrium geometry.

```
24
Properties=species:S:1:pos:R:3
C -2.85 1.35 0.17
C -1.80 0.21 -0.05
C -2.38 -0.98 -0.18
C -1.43 -2.12 0.01
C -0.01 -1.90 0.11
C 0.46 -0.57 0.06
C 1.84 -0.20 -0.06
C 2.74 -1.52 0.02
C 2.31 1.07 -0.01
C 1.48 2.24 0.00
C 0.12 1.94 -0.11
C -0.42 0.52 -0.10
H -2.47 2.34 -0.52
H -2.73 1.66 1.26
H -3.93 1.06 -0.10
H -3.53 -1.24 -0.18
H -1.84 -3.04 -0.13
H 0.57 -2.69 0.27
H 3.88 -1.19 -0.39
H 2.37 -2.37 -0.69
H 2.67 -1.98 1.08
H 3.39 1.12 0.15
H 1.94 3.27 0.22
H -0.66 2.75 -0.13
```

Properties
Highest occupied orbital energy: -8.1920 eV
LUMO level: 0.017 Eh
Relative energy (zero: lowest compared OMol25 entry of this formula, charge and spin): 66.0 kcal/mol
Gap between HOMO and LUMO: 8.6 eV

Just the Mulliken charges please, in e? Sure, here they are: -1.20 1.15 -0.67 -0.79 -1.04 1.08 0.68 -1.23 -0.48 -0.80 -0.49 0.28 0.21 0.29 0.35 0.19 0.47 0.46 0.29 0.29 0.31 0.33 0.29 0.04